This record from the Open Molecules 2025 dataset describes C5H12Cl4FKMgNO7S as an isolated structure in a non-equilibrium geometry. The level of theory is ωB97M-V/def2-TZVPD.

The geometry in XYZ format:
```
33
Properties=species:S:1:pos:R:3:forces:R:3
K -0.245 1.934 3.828 -2.4 -1.5 0.6
Cl 0.050 0.783 -0.029 0.4 0.1 0.6
Cl 0.931 0.799 -3.803 0.0 0.1 -0.1
Cl 3.325 2.447 -3.594 0.0 0.0 0.0
Cl 3.025 0.061 -1.956 0.1 0.2 -0.2
S -1.522 -0.805 -1.778 1.0 1.3 -0.4
Mg 3.131 -4.013 2.389 1.2 -0.2 0.0
F 4.311 -1.777 -1.506 -0.2 -0.1 0.0
O -0.491 -0.800 -0.401 -0.6 0.4 -0.3
O 3.849 -2.293 0.632 0.3 -0.7 1.2
O -2.311 -1.966 -1.574 -0.6 -1.1 0.3
O -4.009 -0.200 0.059 -0.2 0.0 0.1
O -2.423 0.517 -1.461 0.2 -0.6 0.0
O 1.094 2.973 1.104 -0.5 -0.4 0.2
O 2.525 -0.731 1.370 0.1 0.0 -0.1
N 2.764 -1.849 0.992 -0.3 0.4 -0.1
C 1.621 -2.806 0.960 -0.4 0.0 -0.4
C 2.673 0.817 -3.518 -0.1 0.1 0.1
C -3.811 0.279 -1.221 -0.1 0.1 0.0
C 1.731 3.063 2.267 0.8 0.1 0.6
C -5.016 0.464 0.809 0.3 -0.3 0.3
H -5.669 1.074 0.203 -0.1 0.3 -0.3
H 3.148 0.219 -4.284 0.0 0.0 0.0
H -4.208 -0.404 -1.959 0.1 -0.5 -0.2
H 1.990 -3.761 0.562 -0.2 0.2 -0.4
H 1.259 -2.905 1.993 -0.4 0.3 -0.2
H 0.836 -2.405 0.311 -0.1 0.0 0.1
H -5.629 -0.272 1.304 -0.2 -0.4 0.1
H -4.553 1.053 1.588 0.1 0.5 0.2
H -4.277 1.238 -1.387 -0.1 0.5 0.1
H 1.109 2.869 3.168 2.0 1.5 -0.9
H 2.592 2.356 2.419 0.0 0.0 -0.3
H 2.200 4.040 2.516 0.0 0.1 -0.4
```
Forces are in eV/Å.

Properties
net charge: +1
orbital gap: 0.0816 Ha

This record from the Open Molecules 2025 dataset describes C23H32BrN8O6PRhS4 as an isolated structure. The level of theory is ωB97M-V/def2-TZVPD.

The geometry in XYZ format:
```
76
Properties=species:S:1:pos:R:3:forces:R:3
Rh 0.725 -1.110 -0.840 0.0 0.0 0.0
Br 4.798 2.837 0.705 0.0 0.0 0.0
S 0.626 -2.722 -2.521 0.0 0.0 0.0
S 2.405 -1.288 -7.816 0.0 0.0 0.0
S 1.419 -2.866 -5.420 0.1 0.0 0.0
S -2.812 1.824 3.365 0.0 0.0 0.0
P -0.453 -3.254 2.011 0.0 0.0 0.1
O -3.837 0.849 3.096 0.0 0.0 0.0
O -4.575 -1.501 0.951 0.0 0.0 0.0
O 0.034 -2.405 0.876 0.0 -0.1 -0.1
O 0.485 -3.926 2.956 0.0 0.0 0.0
O -5.411 0.447 0.512 0.0 0.0 0.0
O -1.433 1.324 3.369 0.0 0.0 0.0
N 1.664 -0.727 -4.023 0.0 0.0 0.0
N -1.061 -5.876 2.137 0.0 0.0 0.0
N 2.086 -0.459 -5.288 0.0 0.0 0.0
N -4.499 -0.336 0.612 0.0 0.0 0.0
N -0.555 -1.232 3.756 0.0 0.0 0.0
N -1.079 0.073 -0.450 0.0 0.1 0.0
N -2.682 1.393 0.286 0.0 0.0 0.0
N 2.747 -0.570 -0.250 0.0 0.0 0.0
C -3.129 2.653 4.897 0.0 0.0 0.0
C 3.834 0.870 -6.305 0.0 0.0 0.0
C 4.393 1.042 0.353 0.0 0.0 0.0
C 1.908 1.968 -5.301 0.0 0.0 0.0
C 5.361 0.051 0.428 0.0 0.0 0.0
C -1.509 -2.134 3.018 0.0 0.0 0.0
C 3.099 0.694 0.008 0.0 0.0 0.0
C -3.167 0.102 0.260 0.0 0.0 0.0
C 3.614 3.257 -6.417 0.0 0.0 0.0
C -2.185 -0.699 -0.199 0.0 0.0 0.0
C 2.414 3.188 -5.708 0.0 0.0 0.0
C 4.323 2.106 -6.713 0.0 0.0 0.0
C 3.677 -1.533 -0.176 0.0 0.0 0.0
C -1.516 -4.645 1.393 0.0 0.0 0.0
C -3.374 2.596 0.769 0.0 0.0 0.0
C -1.403 1.326 -0.152 0.0 0.0 0.0
C 2.018 -1.450 -6.178 0.0 0.0 0.0
C 2.623 0.823 -5.621 0.0 0.0 0.0
C -2.882 3.110 2.121 0.0 0.0 0.0
C -0.498 2.498 -0.261 0.0 0.0 0.0
C -3.038 1.674 6.061 0.0 0.0 0.0
C 1.261 -1.961 -3.940 -0.1 0.0 0.0
C 4.989 -1.256 0.158 0.0 0.0 0.0
H 0.962 1.890 -4.783 0.0 0.0 0.0
H -0.233 -5.559 2.703 0.0 0.0 0.0
H -2.219 -1.756 -0.385 0.0 0.0 0.0
H -3.289 2.202 6.979 0.0 0.0 0.0
H -4.429 2.351 0.819 0.0 0.0 0.0
H -2.398 3.460 4.971 0.0 0.0 0.0
H 5.261 2.162 -7.247 0.0 0.0 0.0
H -2.027 1.283 6.171 0.0 0.0 0.0
H -0.286 -1.632 4.655 0.0 0.0 0.0
H 4.418 -0.030 -6.456 0.0 0.0 0.0
H -1.892 3.562 2.086 0.0 0.0 0.0
H -1.016 3.364 -0.674 0.0 0.0 0.0
H 6.380 0.298 0.694 0.0 0.0 0.0
H 2.330 1.450 -0.059 0.0 0.0 0.0
H -0.965 -0.278 3.866 0.0 0.0 0.0
H -3.250 3.383 0.027 0.0 0.0 0.0
H -1.774 -6.245 2.766 0.0 0.0 0.0
H 0.310 -1.104 3.224 0.0 0.0 0.0
H 0.324 2.250 -0.930 0.0 0.0 0.0
H 3.350 -2.541 -0.391 0.0 0.0 0.0
H -2.583 -4.492 1.550 0.0 0.0 0.0
H -2.119 -2.656 3.753 0.0 0.0 0.0
H 5.712 -2.059 0.207 0.0 0.0 0.0
H -0.782 -6.633 1.512 0.0 0.0 0.0
H -3.591 3.862 2.472 0.0 0.0 0.0
H -4.130 3.077 4.799 0.0 0.0 0.0
H 3.993 4.218 -6.734 0.0 0.0 0.0
H -0.088 2.774 0.712 0.0 0.0 0.0
H -2.155 -1.510 2.402 0.0 0.0 0.0
H -1.342 -4.791 0.330 0.0 0.0 0.0
H -3.743 0.853 5.940 0.0 0.0 0.0
H 1.863 4.094 -5.497 0.0 0.0 0.0
```
Forces are in eV/Å.

Properties
net charge: +3
multiplicity: 5
orbital gap (spin up / spin down): 0.3182 / 0.2178 Ha
⟨S²⟩: 6.02

In the order shown, the computed relative energy (zero: lowest compared OMol25 entry of this formula, charge and spin) values come out to 0.00 2.75 kcal/mol.